{
  "formula": "C45H43Cl3N2O2PS2Se2Te2W",
  "method": "the ωB97M-V functional and the def2-TZVPD basis",
  "lumo_ha": -0.15449,
  "spin_multiplicity": 1,
  "homo_lumo_gap_ev": 4.99,
  "e_above_lowest_kcal_mol": 0.0,
  "total_charge": 1,
  "species": ["W", "Se", "Te", "Te", "Se", "C", "C", "C", "C", "C", "C", "C", "P", "C", "C", "C", "C", "C", "C", "C", "C", "C", "C", "C", "C", "C", "C", "H", "H", "H", "H", "H", "H", "H", "H", "H", "H", "H", "H", "H", "H", "H", "H", "H", "H", "H", "H", "Cl", "C", "C", "C", "C", "C", "C", "N", "C", "C", "N", "C", "O", "C", "C", "C", "Cl", "S", "C", "C", "C", "Cl", "C", "H", "H", "H", "H", "H", "H", "H", "H", "H", "H", "H", "H", "H", "C", "C", "C", "C", "C", "C", "C", "S", "C", "O", "H", "H", "H", "H", "H", "H", "H", "H", "H", "H"],
  "xyz": [[2.27840, -0.59251, 0.31964], [3.03640, 0.20209, -2.02156], [4.96320, -0.35731, -0.53756], [5.21690, 2.13509, 0.47494], [2.98350, 1.93779, 1.57834], [-2.57720, -2.90981, -1.91606], [-2.03250, -3.22511, -0.55696], [-2.77520, -4.08671, 0.24554], [-2.37460, -4.43801, 1.52164], [-1.22050, -3.88891, 2.05114], [-0.47940, -3.01571, 1.27934], [-0.85410, -2.68671, -0.02476], [0.42390, -1.73981, -0.93186], [-0.48650, -0.60801, -2.04436], [-1.55630, 0.01569, -1.38796], [-2.26230, 1.04199, -1.96856], [-1.89080, 1.49159, -3.22646], [-0.86040, 0.86309, -3.89596], [-0.14810, -0.19871, -3.34006], [0.89280, -0.84551, -4.19986], [1.23270, -3.10791, -1.80946], [0.71170, -3.83991, -2.87096], [1.46870, -4.84871, -3.43976], [2.74260, -5.10851, -2.96136], [3.24570, -4.40271, -1.88356], [2.48390, -3.41821, -1.26136], [2.89250, -2.76281, 0.01534], [-2.92330, -3.81791, -2.40806], [-1.84290, -2.41751, -2.54466], [-3.43520, -2.24231, -1.81806], [-3.68690, -4.50281, -0.15816], [-2.95900, -5.14111, 2.09464], [-0.88730, -4.14461, 3.04624], [0.42360, -2.58641, 1.69554], [-1.84800, -0.34681, -0.40996], [-3.07950, 1.49999, -1.43796], [-2.40740, 2.32259, -3.68006], [-0.58110, 1.20019, -4.88286], [1.58470, -0.08971, -4.57506], [0.41450, -1.30961, -5.06146], [1.46360, -1.60111, -3.67046], [-0.26390, -3.60711, -3.26656], [1.06840, -5.41971, -4.26336], [3.33880, -5.88491, -3.41616], [4.22650, -4.64161, -1.49976], [3.96130, -2.98971, 0.17654], [2.36470, -3.32341, 0.80654], [-4.73150, 5.02499, -5.03466], [-4.02590, 4.80589, -3.47766], [-4.58010, 3.89869, -2.58796], [-4.01350, 3.74699, -1.33726], [-2.89100, 4.46579, -0.94766], [-2.34990, 4.34899, 0.46944], [-0.87680, 3.85109, 0.55704], [-0.67090, 2.43879, 0.76874], [-1.09730, 1.70029, 1.83284], [-0.41890, 0.52059, 1.79284], [0.42640, 0.52779, 0.71724], [0.23470, 1.69899, 0.11604], [-3.15310, 3.52699, 1.27934], [-4.31530, 4.15519, 1.81964], [-5.40170, 3.13229, 1.94754], [-5.35970, 2.06519, 2.80034], [-4.12320, 1.71249, 3.91914], [-6.75240, 1.04509, 2.66574], [-7.39010, 2.06089, 1.43654], [-6.58110, 3.11149, 1.15904], [-2.36360, 5.38439, -1.85576], [-1.00730, 6.37379, -1.42416], [-2.91740, 5.55709, -3.11406], [-5.45740, 3.33989, -2.87116], [-4.46940, 3.06739, -0.63506], [-2.33550, 5.37369, 0.87764], [-0.40360, 4.36789, 1.39784], [-0.34570, 4.13229, -0.35116], [-1.84400, 2.04929, 2.51434], [-0.48260, -0.33001, 2.44614], [0.75000, 2.02109, -0.77476], [-4.65710, 4.96309, 1.16554], [-4.06580, 4.57759, 2.80364], [-8.33410, 1.81339, 0.99654], [-6.80770, 3.86369, 0.42624], [-2.49560, 6.27189, -3.80186], [8.54610, -1.41381, 2.18384], [7.09590, -1.39501, 2.54534], [6.29800, -2.52341, 2.36934], [4.92960, -2.45751, 2.56934], [4.34210, -1.25221, 2.93304], [5.13570, -0.15821, 3.23984], [6.50600, -0.23891, 3.04904], [2.54010, -1.16201, 2.77504], [2.12720, -0.23211, 4.29444], [2.06050, -2.52561, 3.00624], [8.94010, -2.42651, 2.19594], [9.12620, -0.79021, 2.85964], [8.67850, -1.01701, 1.17384], [6.74600, -3.45701, 2.06244], [4.30770, -3.33321, 2.46374], [4.70460, 0.75229, 3.62794], [7.11630, 0.61839, 3.28764], [2.75660, -0.61091, 5.09234], [1.08270, -0.43381, 4.51024], [2.28160, 0.82949, 4.12964]],
  "lowdin_charge": [0.609, 0.088, 0.484, 0.316, -0.035, -0.044, -0.249, -0.035, -0.058, -0.058, -0.107, -0.269, 1.037, -0.319, -0.135, -0.059, -0.039, -0.024, -0.279, -0.105, -0.318, -0.078, -0.068, -0.062, -0.029, -0.323, -0.353, 0.094, 0.043, 0.097, 0.119, 0.110, 0.113, 0.038, 0.108, 0.090, 0.101, 0.123, 0.067, 0.099, 0.024, 0.100, 0.108, 0.109, 0.114, 0.019, 0.052, 0.711, -0.675, -0.091, -0.046, -0.177, -0.278, -0.047, -0.018, -0.018, -0.113, -0.203, -0.250, -0.141, -0.143, -0.322, -0.959, 0.703, 1.020, -0.396, -0.151, -0.575, 0.766, -0.117, 0.115, 0.108, 0.150, 0.148, 0.098, 0.078, 0.110, 0.127, 0.136, 0.138, 0.068, 0.116, 0.109, -0.032, -0.278, -0.032, -0.101, -0.405, -0.166, -0.070, 0.720, -0.180, -0.489, 0.084, 0.087, 0.090, 0.122, 0.111, 0.075, 0.119, 0.076, 0.058, 0.013]
}